Here is C33H35FeO2Si as an isolated structure in a non-equilibrium geometry from the Open Molecules 2025 dataset. Energies are from ωB97M-V/def2-TZVPD.

Calculated values
net charge: -2
multiplicity: 6
Kohn-Sham gap (alpha / beta): 4.79 / 4.23 eV

Element x y z (Å)
1 Fe 0.75416 0.94875 -0.77558
2 C -1.49207 1.43045 -1.73738
3 C -1.12168 2.49810 -0.86387
4 C 0.01609 3.16745 -1.44699
5 H -1.64425 2.80929 0.03211
6 C 0.35801 2.45193 -2.64634
7 C -0.59501 1.40355 -2.82603
8 H -0.67099 0.72550 -3.68612
9 H -2.35765 0.78142 -1.61588
10 H 0.43310 4.10943 -1.12316
11 H 1.14956 2.74750 -3.33899
12 C 1.91441 -1.23671 -0.77905
13 C 1.30839 -1.18372 -2.06393
14 C 1.91074 -0.13538 -2.79908
15 H 0.52659 -1.85795 -2.42884
16 C 2.90110 0.48915 -1.97931
17 C 2.89586 -0.18762 -0.69952
18 H 3.60020 -0.02812 0.10608
19 H 1.75460 -1.99342 -0.01546
20 H 1.71133 0.11364 -3.84365
21 H 3.62862 1.22905 -2.29720
22 O 1.29510 1.95246 0.72833
23 C 4.13892 4.08917 -0.47930
24 C 3.14779 4.22149 0.65079
25 C 3.53804 4.26427 -1.81259
26 C 5.07314 2.95407 -0.25088
27 C 1.89751 3.15506 1.16010
28 H 2.62821 5.16588 0.54081
29 H 3.73136 4.30960 1.56049
30 H 2.18466 2.86543 2.18423
31 H 1.02078 3.81693 1.29284
32 H 4.14874 4.93310 -2.44969
33 H 2.54749 4.74246 -1.75070
34 H 3.37869 3.35114 -2.44455
35 H 6.09199 3.33388 -0.03457
36 H 5.18202 2.18540 -1.04612
37 H 4.80654 2.38714 0.67212
38 O -0.33503 -0.02440 0.43903
39 Si -1.35225 -1.19268 0.82883
40 C -1.66470 -2.28178 -0.67583
41 C -0.94128 -3.47615 -0.82495
42 C -1.11948 -4.28589 -1.95277
43 C -2.03361 -3.92087 -2.94059
44 C -2.76097 -2.73239 -2.79946
45 C -2.57619 -1.92320 -1.67118
46 C -0.65626 -2.36739 2.08644
47 C 0.57941 -2.18135 2.71303
48 C 1.04166 -3.15436 3.60868
49 C 0.27522 -4.29062 3.88542
50 C -0.97455 -4.45682 3.27574
51 C -1.43716 -3.48910 2.37866
52 C -2.93653 -0.55317 1.57415
53 C -3.22111 -0.78890 2.92857
54 C -4.45940 -0.43002 3.46838
55 C -5.42454 0.18845 2.66764
56 C -5.12103 0.48378 1.33132
57 C -3.86330 0.16401 0.80946
58 H -0.24313 -3.79509 -0.04883
59 H -0.53921 -5.20772 -2.04516
60 H -2.18359 -4.55702 -3.81544
61 H -3.47790 -2.43227 -3.56293
62 H -3.17418 -1.01639 -1.57109
63 H 1.16818 -1.28533 2.50242
64 H 2.01292 -3.02150 4.09252
65 H 0.64341 -5.05117 4.57676
66 H -1.59239 -5.32877 3.48608
67 H -2.41480 -3.61388 1.90272
68 H -2.47297 -1.26395 3.56650
69 H -4.66880 -0.63685 4.52000
70 H -6.39856 0.45253 3.07921
71 H -5.85894 0.97174 0.69423
72 H -3.61104 0.48871 -0.20062


Here is an isolated molecule of C5H8N2 in a non-equilibrium geometry from the Open Molecules 2025 dataset. Energies are from ωB97M-V/def2-TZVPD.

Calculated values
SMILES: N#C[C@H](N)C1CC1
Kohn-Sham gap: 11.26 eV
energy above the lowest of the compared OMol25 structures with the same formula, charge and spin: 133.43 kJ/mol

Element x y z (Å)
1 N 0.85333 -2.66077 -0.78798
2 C 0.58534 -1.73960 -0.14022
3 C 0.21441 -0.59702 0.73619
4 N -0.66875 -0.98999 1.82651
5 C -0.41061 0.55844 -0.05630
6 C -0.17826 0.76320 -1.52606
7 C 0.45284 1.69449 -0.53306
8 H 1.14527 -0.25289 1.19774
9 H -0.19074 -1.61568 2.46873
10 H -1.47164 -1.49086 1.45714
11 H -1.39042 0.82522 0.33350
12 H 0.47233 0.06125 -2.04111
13 H -1.01312 1.12060 -2.12398
14 H 0.07303 2.70726 -0.44500
15 H 1.52698 1.61633 -0.36610


Here is an isolated molecule of C3H6N6 in a non-equilibrium geometry from the Open Molecules 2025 dataset. Energies are from ωB97M-V/def2-TZVPD.

Calculated values
SMILES: Nc1nc(N)nc(N)n1
Kohn-Sham gap: 10.19 eV
energy above the lowest of the compared OMol25 structures with the same formula, charge and spin: 268.48 kJ/mol

Element x y z (Å)
1 N 1.54547 -1.89820 0.97618
2 C 0.85902 -0.86727 0.45411
3 N 1.11479 -0.39534 -0.76757
4 C 0.16438 0.38257 -1.17355
5 N 0.41036 1.21690 -2.30306
6 N -0.88266 0.82186 -0.54757
7 C -1.02213 0.34369 0.68563
8 N -1.89626 1.03373 1.47361
9 N -0.31835 -0.75776 1.08305
10 H 2.49885 -2.00083 0.63777
11 H 1.91975 -1.69097 2.13659
12 H -0.62785 1.33256 -2.71575
13 H 0.73516 0.43120 -3.12951
14 H -2.50784 1.83014 1.33080
15 H -1.83910 0.79564 2.54042


Here is C12H20NOS2Sb2V as an isolated structure in a non-equilibrium geometry from the Open Molecules 2025 dataset. Energies are from ωB97M-V/def2-TZVPD.

Calculated values
multiplicity: 3
Kohn-Sham gap (alpha / beta): 6.87 / 6.33 eV
energy above the lowest of the compared OMol25 structures with the same formula, charge and spin: 181.50 kJ/mol

Element x y z (Å)
1 V 0.57628 0.14453 2.43194
2 C 0.53014 -3.49510 2.52209
3 Sb -1.47420 -2.68958 2.30691
4 C -1.89225 -3.93760 0.53521
5 C -1.61424 -0.29982 -0.30491
6 C -0.96933 0.00587 -1.61574
7 C -0.87614 -1.02660 -2.54511
8 C -0.23636 -0.84917 -3.75602
9 C 0.36022 0.36670 -4.03895
10 C 0.28365 1.39572 -3.11995
11 C -0.39004 1.24760 -1.90870
12 C -0.53375 2.44616 -1.03673
13 Sb 0.26777 2.30924 1.00839
14 C 0.89738 4.37327 1.15112
15 C 2.23542 1.63150 0.43236
16 H 0.56063 -4.32090 3.22535
17 H 1.14502 -2.66712 2.87721
18 H 0.88680 -3.81214 1.54493
19 H -2.89363 -3.73447 0.16719
20 H -1.84312 -4.98503 0.80973
21 H -1.17025 -3.73039 -0.25214
22 H -2.02179 0.56774 0.21877
23 H -2.38690 -1.06032 -0.41363
24 H -1.32232 -1.98168 -2.30451
25 H -0.21219 -1.64636 -4.48241
26 H 0.87158 0.52726 -4.97523
27 H 0.72908 2.34959 -3.36298
28 H -1.58702 2.71987 -0.93215
29 H -0.02067 3.29352 -1.49027
30 H 1.57921 4.59953 0.33549
31 H 1.39932 4.54163 2.10003
32 H 0.03167 5.02348 1.08958
33 H 2.60829 2.19510 -0.42353
34 H 2.18151 0.57070 0.17033
35 H 2.91630 1.75672 1.27777
36 O 1.77251 -0.36181 3.66142
37 S 0.55024 0.02353 4.63003
38 N -0.64697 -0.42016 3.71905
39 S -0.29184 -1.07105 0.74805


Here is C25H51KO19 as an isolated structure in a non-equilibrium geometry from the Open Molecules 2025 dataset. Energies are from ωB97M-V/def2-TZVPD.

Calculated values
Kohn-Sham gap: 6.86 eV
energy above the lowest of the compared OMol25 structures with the same formula, charge and spin: 2687.78 kJ/mol

Element x y z (Å)
1 K 3.15451 1.31026 -0.54921
2 C 0.41441 0.02398 0.14718
3 O 1.08888 1.17117 -0.38042
4 H 0.76251 -0.10611 1.17188
5 H -0.66474 0.11983 0.02740
6 H 0.68525 -0.88854 -0.38389
7 C 1.03796 -2.69070 -1.13628
8 C 1.41688 -1.52197 -2.00409
9 O 2.80225 -1.57077 -2.40637
10 C 3.78491 -1.21611 -1.55232
11 O 3.63350 -0.71499 -0.44522
12 O 4.99125 -1.17631 -2.24137
13 C 6.08569 -0.53166 -1.67937
14 H 1.13528 -3.62090 -1.69607
15 H 0.01777 -2.45289 -0.83501
16 H 1.79091 -2.61140 -0.35214
17 H 1.10142 -0.59247 -1.53015
18 H 0.80494 -1.41949 -2.90026
19 H 5.86827 0.51718 -1.88128
20 H 6.98943 -0.70207 -2.26445
21 H 6.19192 -0.79634 -0.62734
22 C 0.32704 -3.03650 2.27450
23 C 0.64311 -1.56199 2.54131
24 O 0.97725 -1.25576 3.88099
25 C 0.08475 -0.63930 4.67293
26 O -1.13470 -0.68795 4.59076
27 O 0.70795 -0.36995 5.85924
28 C 0.02742 0.55487 6.74808
29 H 1.13301 -3.59169 2.75436
30 H 0.36730 -3.24913 1.20620
31 H -0.64328 -3.37735 2.63563
32 H -0.18227 -0.91255 2.24962
33 H 1.45328 -1.22054 1.89701
34 H 0.28949 0.38115 7.79175
35 H -1.05331 0.50190 6.61644
36 H 0.41126 1.56454 6.60201
37 C -2.98813 -0.91703 -0.12955
38 C -2.38279 0.16888 -1.12299
39 O -1.25676 -0.44113 -1.72564
40 C -1.35896 -1.16708 -2.86469
41 O -2.37977 -1.61263 -3.37256
42 O -0.10508 -1.42052 -3.19707
43 C 0.14984 -2.25594 -4.31363
44 H -2.26030 -1.33183 0.56781
45 H -3.49002 -1.72149 -0.66717
46 H -3.77131 -0.50800 0.50874
47 H -2.09572 1.00563 -0.48617
48 H -3.08417 0.53569 -1.87240
49 H 1.10850 -2.77309 -4.35360
50 H 0.11322 -1.69015 -5.24457
51 H -0.70838 -2.92406 -4.38576
52 C -1.60846 0.85082 2.03317
53 C -2.20004 -0.59630 2.19444
54 O -3.40680 -0.57547 3.04397
55 C -4.57358 -0.31386 2.62033
56 O -4.93988 0.18855 1.59295
57 O -5.43903 -0.61312 3.64315
58 C -6.84180 -0.40948 3.57128
59 H -0.75536 0.82307 1.35526
60 H -1.33529 1.30923 2.98360
61 H -2.42581 1.41334 1.58194
62 H -1.46500 -1.20112 2.72550
63 H -2.42272 -1.04768 1.22761
64 H -7.24725 -1.03579 4.36591
65 H -7.23114 -0.69405 2.59377
66 H -7.10084 0.64814 3.62051
67 C 0.96098 0.91883 3.55863
68 C 0.43301 1.80168 2.44604
69 O 0.52416 3.15473 2.84867
70 C 0.02165 4.12533 2.07531
71 O -0.54511 3.98893 0.99051
72 O 0.26671 5.30991 2.54701
73 C 0.06719 6.50597 1.86033
74 H 1.89968 1.37804 3.86858
75 H 1.36489 -0.00273 3.13948
76 H 0.33843 0.70798 4.42815
77 H -0.62787 1.57632 2.33722
78 H 0.79949 1.65647 1.42981
79 H 0.46134 6.41164 0.84848
80 H 0.58555 7.31907 2.36854
81 H -0.99160 6.75212 1.77982
82 C 2.84939 -0.92164 -7.74105
83 C 1.56265 -0.22934 -7.06792
84 O 1.80630 -0.06588 -5.62704
85 C 0.82547 0.49750 -4.81910
86 O -0.30936 0.68982 -5.10775
87 O 1.36864 0.74648 -3.64029
88 C 0.62667 1.32410 -2.54055
89 H 3.75848 -0.37079 -7.49973
90 H 2.76485 -1.02972 -8.82238
91 H 3.01152 -1.94239 -7.39482
92 H 0.63116 -0.79101 -7.13847
93 H 1.25743 0.73264 -7.47967
94 H -0.34936 0.84242 -2.48177
95 H 0.49512 2.35232 -2.87753
96 H 1.14401 1.23844 -1.58497


Here is C12H19CoO4S5 as an isolated structure from the Open Molecules 2025 dataset. Energies are from ωB97M-V/def2-TZVPD.

Calculated values
net charge: +1
multiplicity: 2
Kohn-Sham gap (alpha / beta): 6.46 / 7.62 eV
energy above the lowest of the compared OMol25 structures with the same formula, charge and spin: 7.94 kJ/mol

Element x y z (Å)
1 Co 0.52684 -0.01947 -0.54473
2 C -0.66123 2.04631 -1.79045
3 C -1.36405 0.88552 -2.46175
4 O -0.65245 -0.33639 -2.14223
5 C -1.49619 -1.49970 -1.92439
6 C -0.95811 -2.30383 -0.75892
7 O -0.83247 -1.38746 0.33958
8 C -0.01667 -1.83682 1.43819
9 C 0.31031 -0.60739 2.25813
10 O 0.89629 0.39523 1.39162
11 C 0.55258 1.76741 1.69962
12 C 0.33337 2.51247 0.39739
13 O -0.55513 1.69325 -0.39686
14 H -1.24464 2.96085 -1.90944
15 H 0.34178 2.20028 -2.20141
16 H -1.38319 1.02151 -3.54294
17 H -2.38528 0.80664 -2.08755
18 H -1.51055 -2.10098 -2.83289
19 H -2.50627 -1.15557 -1.70053
20 H 0.02073 -2.73519 -0.98579
21 H -1.66116 -3.10366 -0.51597
22 H 0.88896 -2.31097 1.04906
23 H -0.56557 -2.55162 2.05514
24 H 1.02013 -0.85290 3.04919
25 H -0.59948 -0.19660 2.69845
26 H 1.36621 2.22543 2.26502
27 H -0.35948 1.77414 2.29732
28 H 1.27440 2.64614 -0.14330
29 H -0.11960 3.48660 0.58732
30 C 4.51979 -3.67260 -0.16113
31 S 3.51362 -3.09281 1.22728
32 C 3.77336 -1.35697 1.11920
33 C 3.38006 -0.54464 0.12224
34 S 2.38821 -0.95565 -1.26799
35 S 3.80030 1.14083 0.31520
36 C 4.37041 1.05648 1.95619
37 S 4.71585 2.36766 2.85946
38 S 4.54700 -0.58830 2.48913
39 H 4.46207 -4.75956 -0.14003
40 H 5.55329 -3.36500 -0.02551
41 H 4.12468 -3.30367 -1.10375


Here is C8H9BrOSi as an isolated structure in a non-equilibrium geometry from the Open Molecules 2025 dataset. Energies are from ωB97M-V/def2-TZVPD.

Calculated values
Kohn-Sham gap (alpha / beta): 7.74 / 7.74 eV
energy above the lowest of the compared OMol25 structures with the same formula, charge and spin: 211.72 kJ/mol

Element x y z (Å)
1 C -2.86761 1.42980 -0.67593
2 C -2.64854 0.97829 0.61213
3 C -1.74995 1.59264 -1.51415
4 C -1.33159 0.86374 1.09987
5 C -0.45086 1.62400 -1.00669
6 C -0.20453 1.28902 0.35783
7 C 2.11698 -2.40453 -0.06617
8 C 1.98823 -1.17063 -0.51897
9 O 1.12344 1.44806 0.68815
10 Si 2.26059 0.31804 0.29635
11 Br 4.10250 1.30424 -0.28101
12 H -3.87135 1.53290 -0.94952
13 H -3.36422 0.48707 1.26466
14 H -1.97676 1.81421 -2.53757
15 H -0.94630 0.34805 1.96518
16 H 0.25144 1.62931 -1.82903
17 H 1.63768 -3.20126 -0.72184
18 H 2.47002 -2.67146 0.88733
19 H -0.41590 -1.35253 -1.47320
20 H -0.09932 -2.10117 -1.39489


Here is an isolated molecule of C20H23NO4 in a non-equilibrium geometry from the Open Molecules 2025 dataset. Energies are from ωB97M-V/def2-TZVPD.

Calculated values
SMILES: CCCCN1C(=O)[C@](O)(CC(=O)c2c(C)coc2C)c2ccccc21
Kohn-Sham gap: 8.87 eV
energy above the lowest of the compared OMol25 structures with the same formula, charge and spin: 100.66 kJ/mol

Element x y z (Å)
1 C -3.76042 -1.27779 2.29510
2 C -3.07315 0.05464 2.02107
3 C -3.70804 0.83884 0.87218
4 C -3.60920 0.13060 -0.48335
5 N -2.24562 -0.15604 -0.85563
6 C -1.71873 -1.41577 -0.82543
7 O -2.31141 -2.41082 -0.48913
8 C -0.22760 -1.31543 -1.22202
9 O 0.05237 -2.15615 -2.30075
10 C 0.59216 -1.70856 0.03715
11 C 2.05261 -1.51109 -0.29020
12 O 2.56044 -2.20757 -1.15553
13 C 2.80742 -0.46843 0.39281
14 C 4.24065 -0.34003 0.28382
15 C 5.16139 -1.21601 -0.48170
16 C 4.56468 0.74283 1.03319
17 O 3.46093 1.29796 1.58041
18 C 2.39870 0.57623 1.20520
19 C 1.08497 1.07349 1.69645
20 C -0.08870 0.15631 -1.53995
21 C 0.97989 0.87592 -2.02468
22 C 0.82104 2.24208 -2.23014
23 C -0.38982 2.85852 -1.96745
24 C -1.48145 2.13685 -1.50162
25 C -1.31680 0.78027 -1.29242
26 H -3.36224 -1.72306 3.20390
27 H -3.59277 -1.97529 1.47915
28 H -4.83112 -1.13565 2.42466
29 H -2.01864 -0.12327 1.79649
30 H -3.11642 0.67604 2.91915
31 H -4.76522 1.00515 1.08718
32 H -3.22127 1.81453 0.80440
33 H -4.12736 -0.82970 -0.44616
34 H -4.06864 0.74993 -1.26011
35 H 0.99411 -2.40476 -2.25349
36 H 0.40152 -2.77179 0.20535
37 H 0.26586 -1.14210 0.90221
38 H 5.01648 -2.25638 -0.19774
39 H 4.95034 -1.14323 -1.54706
40 H 6.19341 -0.92841 -0.29808
41 H 5.50527 1.20836 1.24867
42 H 1.24550 2.04155 2.16589
43 H 0.65991 0.40136 2.44212
44 H 0.37841 1.19220 0.87747
45 H 1.91882 0.39351 -2.24773
46 H 1.64904 2.82418 -2.60411
47 H -0.49554 3.91978 -2.13597
48 H -2.42581 2.62622 -1.32359